No. 1
A 10-piece molecular cluster, C38H80N10O13 overall at a distorted geometry, computed with ωB97M-V with the def2-TZVPD basis set.

Last columns: bonded neighbours and bond lengths (Å).
Positions of all 141 atoms, in Å:
1 O 7.10 -0.72 3.04  C2 1.203
2 C 6.25 0.13 3.06  O1 1.203, O3 1.340, C4 1.493
3 O 5.47 0.36 4.13  C2 1.340, H17 0.976
4 C 5.95 1.04 1.92  C2 1.493, C5 1.546, H18 1.085, H19 1.085
5 C 5.14 0.28 0.85  C4 1.546, C6 1.529, H20 1.086, H21 1.087
6 C 3.70 0.77 0.67  C5 1.529, C7 1.537, H22 1.090, H23 1.087
7 C 2.89 0.90 1.97  C6 1.537, N8 1.492, C12 1.514, H24 1.089
8 N 2.58 2.33 2.30  C7 1.492, C9 1.416, H25 1.018
9 C 1.58 2.27 3.30  N8 1.416, O10 1.205, C11 1.500
10 O 1.43 3.14 4.11  C9 1.205
11 C 0.83 0.98 3.18  C9 1.500, C12 1.561, H26 1.083, H27 1.086
12 C 1.55 0.20 2.03  C7 1.514, C11 1.561, C13 1.551, H28 1.086
13 C 1.53 -1.32 2.35  C12 1.551, C14 1.514, H29 1.087, H30 1.083
14 C 2.92 -1.92 2.31  C13 1.514, C15 1.615, O16 1.326, H31 1.092
15 C 3.12 -3.25 3.21  C14 1.615, O16 1.593, H32 1.090, H33 1.131
16 O 3.73 -1.78 3.36  C14 1.326, C15 1.593
17 H 5.37 -0.49 4.60  O3 0.976
18 H 6.89 1.39 1.49  C4 1.085
19 H 5.41 1.92 2.26  C4 1.085
20 H 5.18 -0.79 1.04  C5 1.086
21 H 5.65 0.43 -0.10  C5 1.087
22 H 3.18 0.07 0.01  C6 1.090
23 H 3.71 1.72 0.15  C6 1.087
24 H 3.52 0.54 2.79  C7 1.089
25 H 3.36 2.72 2.81  N8 1.018
26 H -0.20 1.12 2.90  C11 1.083
27 H 0.95 0.48 4.14  C11 1.086
28 H 0.90 0.39 1.18  C12 1.086
29 H 0.93 -1.87 1.63  C13 1.087
30 H 1.21 -1.52 3.36  C13 1.083
31 H 3.43 -1.95 1.35  C14 1.092
32 H 3.83 -3.69 3.91  C15 1.090
33 H 3.65 -3.71 2.33  C15 1.131
34 C -2.56 -3.99 0.71  C35 1.508, H39 1.084, H40 1.088, H41 1.090
35 C -1.52 -3.13 0.05  C34 1.508, O36 1.227, N37 1.354
36 O -0.91 -2.25 0.67  C35 1.227
37 N -1.26 -3.35 -1.26  C35 1.354, C38 1.456, H42 1.007
38 C -1.89 -4.32 -2.14  N37 1.456, H43 1.093, H44 1.091, H45 1.084
39 H -2.65 -3.69 1.75  C34 1.084
40 H -3.53 -3.87 0.22  C34 1.088
41 H -2.28 -5.04 0.67  C34 1.090
42 H -0.56 -2.74 -1.64  N37 1.007
43 H -1.13 -4.99 -2.55  C38 1.093
44 H -2.37 -3.80 -2.97  C38 1.091
45 H -2.64 -4.90 -1.62  C38 1.084
46 C -0.43 6.02 -0.67  C47 1.512, H51 1.085, H52 1.090, H53 1.091
47 C -0.05 4.77 0.09  C46 1.512, O48 1.223, N49 1.355
48 O -0.63 3.70 -0.07  C47 1.223
49 N 0.98 4.86 0.97  C47 1.355, C50 1.447, H54 1.009
50 C 1.78 6.01 1.30  N49 1.447, H55 1.092, H56 1.092, H57 1.085
51 H -1.26 5.79 -1.32  C46 1.085
52 H -0.74 6.81 0.02  C46 1.090
53 H 0.41 6.37 -1.27  C46 1.091
54 H 1.19 3.99 1.44  N49 1.009
55 H 2.83 5.82 1.09  C50 1.092
56 H 1.69 6.24 2.37  C50 1.092
57 H 1.46 6.88 0.73  C50 1.085
58 C 12.24 -2.86 1.32  C59 1.512, H63 1.085, H64 1.090, H65 1.090
59 C 11.86 -1.70 0.42  C58 1.512, O60 1.221, N61 1.357
60 O 12.69 -1.13 -0.27  C59 1.221
61 N 10.56 -1.32 0.42  C59 1.357, C62 1.457, H66 1.007
62 C 9.45 -1.89 1.17  N61 1.457, H67 1.092, H68 1.088, H69 1.084
63 H 13.31 -3.04 1.21  C58 1.085
64 H 12.03 -2.63 2.36  C58 1.090
65 H 11.70 -3.76 1.03  C58 1.090
66 H 10.37 -0.55 -0.20  N61 1.007
67 H 8.69 -2.25 0.48  C62 1.092
68 H 9.00 -1.12 1.80  C62 1.088
69 H 9.78 -2.71 1.79  C62 1.084
70 C 7.53 -1.39 6.73  C71 1.509, H75 1.087, H76 1.091, H77 1.090
71 C 6.20 -2.05 6.96  C70 1.509, O72 1.223, N73 1.357
72 O 5.54 -2.51 6.04  C71 1.223
73 N 5.74 -2.11 8.24  C71 1.357, C74 1.450, H78 1.008
74 C 6.37 -1.62 9.45  N73 1.450, H79 1.091, H80 1.091, H81 1.084
75 H 7.74 -1.43 5.66  C70 1.087
76 H 7.49 -0.34 7.04  C70 1.091
77 H 8.34 -1.88 7.27  C70 1.090
78 H 4.84 -2.56 8.32  N73 1.008
79 H 6.54 -2.44 10.15  C74 1.091
80 H 5.73 -0.88 9.93  C74 1.091
81 H 7.33 -1.16 9.22  C74 1.084
82 C -7.11 -5.63 -0.86  C83 1.509, H87 1.085, H88 1.091, H89 1.090
83 C -5.82 -5.83 -1.61  C82 1.509, O84 1.228, N85 1.353
84 O -4.79 -5.24 -1.30  C83 1.228
85 N -5.82 -6.70 -2.65  C83 1.353, C86 1.452, H90 1.008
86 C -6.93 -7.49 -3.16  N85 1.452, H91 1.091, H92 1.088, H93 1.085
87 H -6.95 -4.92 -0.05  C82 1.085
88 H -7.89 -5.25 -1.52  C82 1.091
89 H -7.45 -6.57 -0.42  C82 1.090
90 H -4.93 -6.79 -3.11  N85 1.008
91 H -6.69 -8.55 -3.10  C86 1.091
92 H -7.10 -7.23 -4.20  C86 1.088
93 H -7.83 -7.30 -2.58  C86 1.085
94 C -1.65 7.89 -4.40  C95 1.510, H99 1.086, H100 1.091, H101 1.091
95 C -2.60 8.14 -3.26  C94 1.510, O96 1.225, N97 1.351
96 O -2.23 8.63 -2.20  C95 1.225
97 N -3.90 7.82 -3.46  C95 1.351, C98 1.449, H102 1.007
98 C -4.52 7.27 -4.65  N97 1.449, H103 1.090, H104 1.092, H105 1.084
99 H -0.65 8.20 -4.09  C94 1.086
100 H -1.62 6.83 -4.66  C94 1.091
101 H -1.94 8.47 -5.28  C94 1.091
102 H -4.49 8.02 -2.67  N97 1.007
103 H -5.28 7.95 -5.03  C98 1.090
104 H -4.99 6.31 -4.42  C98 1.092
105 H -3.78 7.12 -5.43  C98 1.084
106 C -3.49 13.10 -5.79  C107 1.511, H111 1.085, H112 1.090, H113 1.090
107 C -3.21 11.80 -5.06  C106 1.511, O108 1.221, N109 1.358
108 O -3.82 10.77 -5.31  C107 1.221
109 N -2.24 11.81 -4.11  C107 1.358, C110 1.450, H114 1.011
110 C -1.42 12.92 -3.67  N109 1.450, H115 1.091, H116 1.091, H117 1.084
111 H -4.28 12.92 -6.51  C106 1.085
112 H -3.81 13.87 -5.09  C106 1.090
113 H -2.60 13.45 -6.31  C106 1.090
114 H -2.11 10.91 -3.65  N109 1.011
115 H -0.36 12.68 -3.82  C110 1.091
116 H -1.58 13.11 -2.61  C110 1.091
117 H -1.65 13.81 -4.24  C110 1.084
118 C -5.27 -3.03 2.79  C119 1.511, H123 1.083, H124 1.091, H125 1.090
119 C -6.52 -3.77 3.19  C118 1.511, O120 1.221, N121 1.359
120 O -7.22 -4.35 2.37  C119 1.221
121 N -6.85 -3.79 4.50  C119 1.359, C122 1.451, H126 1.007
122 C -6.14 -3.17 5.61  N121 1.451, H127 1.091, H128 1.091, H129 1.084
123 H -5.14 -3.10 1.72  C118 1.083
124 H -5.35 -1.97 3.06  C118 1.091
125 H -4.40 -3.46 3.28  C118 1.090
126 H -7.69 -4.30 4.70  N121 1.007
127 H -5.84 -3.93 6.34  C122 1.091
128 H -6.79 -2.45 6.12  C122 1.091
129 H -5.26 -2.65 5.26  C122 1.084
130 C -5.82 -8.56 -8.62  C131 1.511, H135 1.085, H136 1.090, H137 1.090
131 C -6.69 -8.22 -7.43  C130 1.511, O132 1.221, N133 1.358
132 O -6.21 -7.85 -6.37  C131 1.221
133 N -8.03 -8.33 -7.58  C131 1.358, C134 1.451, H138 1.007
134 C -8.77 -8.76 -8.76  N133 1.451, H139 1.091, H140 1.091, H141 1.084
135 H -4.78 -8.42 -8.33  C130 1.085
136 H -5.96 -9.60 -8.91  C130 1.090
137 H -6.05 -7.92 -9.46  C130 1.090
138 H -8.56 -8.09 -6.76  N133 1.007
139 H -9.45 -7.96 -9.09  C134 1.091
140 H -9.36 -9.64 -8.54  C134 1.091
141 H -8.09 -8.99 -9.57  C134 1.084

Calculated values
energy	-82222.3722	eV
gap between HOMO and LUMO	0.337	hartree
SMILES string	O=C(O)CCC[C@H]1NC(=O)C[C@@H]1C[C@@H]1CO1.CNC(C)=O.CNC(C)=O.CNC(C)=O.CNC(C)=O.CNC(C)=O.CNC(C)=O.CNC(C)=O.CNC(C)=O.CNC(C)=O



No. 2
A 4-piece molecular cluster, C8H23FNO4S3 overall at a distorted geometry, computed with ωB97M-V with the def2-TZVPD basis set.

Last columns: bonded neighbours and bond lengths (Å).
Positions of all 40 atoms, in Å:
1 O -3.01 0.96 -3.46  N2 1.447, H6 0.960
2 N -2.43 0.88 -2.14  O1 1.447, C3 1.466
3 C -3.19 1.86 -1.36  N2 1.466, C4 1.560, H7 1.095, H8 1.105
4 C -2.61 3.29 -1.58  C3 1.560, F5 1.414, H9 1.090, H10 1.105
5 F -3.54 4.26 -2.03  C4 1.414
6 H -2.32 1.20 -4.09  O1 0.960
7 H -3.15 1.59 -0.30  C3 1.095
8 H -4.25 1.78 -1.68  C3 1.105
9 H -1.79 3.28 -2.31  C4 1.090
10 H -2.19 3.64 -0.62  C4 1.105
11 C -1.34 -1.32 0.20  S12 1.795, H15 1.091, H16 1.090, H17 1.090
12 S -2.84 -1.37 1.18  C11 1.795, O13 1.487, C14 1.806
13 O -3.49 -0.04 1.02  S12 1.487
14 C -2.02 -1.37 2.79  S12 1.806, H18 1.091, H19 1.091, H20 1.089
15 H -1.62 -1.26 -0.85  C11 1.091
16 H -0.75 -0.43 0.45  C11 1.090
17 H -0.75 -2.22 0.37  C11 1.090
18 H -1.38 -0.48 2.88  C14 1.091
19 H -1.41 -2.27 2.89  C14 1.091
20 H -2.78 -1.35 3.56  C14 1.089
21 C 1.78 -3.76 -2.34  S22 1.802, H25 1.088, H26 1.090, H27 1.090
22 S 2.51 -3.41 -0.73  C21 1.802, O23 1.489, C24 1.801
23 O 1.47 -2.74 0.09  S22 1.489
24 C 3.62 -2.11 -1.31  S22 1.801, H28 1.090, H29 1.091, H30 1.088
25 H 1.01 -4.52 -2.21  C21 1.088
26 H 1.33 -2.85 -2.74  C21 1.090
27 H 2.55 -4.13 -3.02  C21 1.090
28 H 3.04 -1.32 -1.78  C24 1.090
29 H 4.33 -2.54 -2.02  C24 1.091
30 H 4.15 -1.71 -0.45  C24 1.088
31 C 2.10 1.00 3.21  S32 1.802, H35 1.088, H36 1.091, H37 1.090
32 S 1.87 1.13 1.43  C31 1.802, O33 1.493, C34 1.801
33 O 3.14 0.66 0.80  S32 1.493
34 C 1.88 2.93 1.37  S32 1.801, H38 1.091, H39 1.090, H40 1.088
35 H 2.16 -0.05 3.47  C31 1.088
36 H 3.02 1.51 3.51  C31 1.091
37 H 1.24 1.45 3.72  C31 1.090
38 H 2.82 3.31 1.78  C34 1.091
39 H 1.03 3.31 1.93  C34 1.090
40 H 1.79 3.23 0.33  C34 1.088

Calculated values
energy	-53567.0688	eV
gap between HOMO and LUMO	0.121	hartree
total charge	-1